No. 1
Below is C38H30BBiBr2IN7O2S as an isolated structure, with properties calculated with ωB97M-V with the def2-TZVPD basis set.

The geometry in XYZ format:
```
83
Properties=species:S:1:pos:R:3
Bi -0.347 0.622 -0.010
Br -5.269 4.287 4.364
C -4.286 2.913 3.500
C -3.670 1.928 4.248
C -2.945 0.932 3.609
C -2.806 0.903 2.210
C -3.461 1.906 1.487
C -4.190 2.902 2.119
N -2.023 -0.058 1.538
C -1.899 -1.284 2.105
C -1.114 -2.346 1.596
C -0.894 -3.500 2.393
C -0.075 -4.495 1.932
C 0.520 -4.367 0.668
C 0.228 -3.232 -0.067
N -0.566 -2.246 0.353
H -3.737 1.944 5.328
H -2.445 0.193 4.219
H -3.405 1.905 0.407
H -4.684 3.667 1.533
H -2.482 -1.510 2.992
H -1.360 -3.569 3.369
H 0.118 -5.371 2.540
H 1.179 -5.126 0.269
H 0.649 -3.113 -1.064
N 3.817 0.899 2.961
C 2.988 1.402 3.944
C 3.226 2.157 5.088
C 2.122 2.484 5.854
C 0.828 2.074 5.489
C 0.606 1.330 4.348
C 1.706 0.991 3.565
N 1.761 0.263 2.382
C 3.026 0.227 2.063
C 3.604 -0.456 0.899
C 4.929 -0.722 0.718
S 5.166 -1.552 -0.753
C 3.466 -1.489 -1.037
N 2.783 -0.899 -0.112
H 4.812 1.003 2.909
H 4.223 2.472 5.373
H 2.257 3.073 6.752
H -0.010 2.350 6.118
H -0.391 1.034 4.041
H 5.761 -0.506 1.371
H 3.028 -1.926 -1.931
Br -5.489 1.934 -4.527
C -4.047 1.565 -3.347
C -2.976 2.440 -3.293
C -1.940 2.182 -2.400
C -1.957 1.059 -1.573
C -3.036 0.182 -1.683
C -4.088 0.429 -2.557
H -2.954 3.314 -3.930
H -1.113 2.882 -2.356
H -3.070 -0.713 -1.066
H -4.933 -0.246 -2.614
I 1.029 -2.619 -3.998
C -0.430 -1.533 -3.011
H -0.734 -1.955 -2.055
H -0.307 -0.460 -3.097
N 2.660 3.641 -2.298
C 2.912 2.552 -3.101
C 2.090 1.570 -2.646
N 1.338 2.041 -1.588
C 1.706 3.290 -1.407
H 3.089 4.545 -2.377
H 3.636 2.574 -3.898
H 1.983 0.559 -3.012
H 1.314 3.962 -0.656
O -1.339 3.823 0.236
B -0.646 2.798 0.890
O -0.185 3.258 2.118
C -0.679 4.534 2.263
C -0.550 5.394 3.328
C -1.170 6.637 3.201
C -1.878 6.983 2.053
C -1.993 6.102 0.978
C -1.377 4.879 1.119
H -0.003 5.112 4.219
H -1.110 7.343 4.019
H -2.355 7.954 1.994
H -2.544 6.349 0.079
```

energy relative to the best compared isomer or geometry (same formula, charge and spin) = 157.0 kJ/mol
Kohn-Sham gap (alpha / beta) = 4.83 / 7.69 eV
highest occupied orbital energy (alpha / beta) = -5.36 / -7.60 eV
charge = 0


No. 2
Below is C38H30CdN12 as an isolated structure, with properties calculated with ωB97M-V with the def2-TZVPD basis set.

The geometry in XYZ format:
```
81
Properties=species:S:1:pos:R:3
Cd -0.040 -0.144 -0.316
C -4.858 2.528 -3.977
C -4.111 3.706 -3.838
C -3.074 3.794 -2.920
C -2.799 2.671 -2.154
C -1.775 2.394 -1.130
N -0.876 3.283 -0.736
C 0.115 3.033 0.129
C 0.979 4.062 0.710
C 1.014 5.446 0.572
C 1.969 6.140 1.295
C 2.864 5.470 2.145
C 2.821 4.094 2.290
C 1.868 3.398 1.557
C 1.529 1.974 1.484
N 2.129 1.028 2.214
C 1.703 -0.223 2.336
N 0.614 -0.786 1.767
C 0.475 -2.071 2.158
N -0.487 -2.927 1.828
C -1.499 -2.663 1.002
N -1.684 -1.571 0.216
C -2.877 -1.626 -0.407
N -3.423 -0.707 -1.207
C -2.958 0.527 -1.352
N -1.933 1.117 -0.703
C -3.539 1.501 -2.295
C -4.582 1.410 -3.203
C -3.515 -2.904 -0.064
C -4.730 -3.471 -0.429
C -5.045 -4.712 0.100
C -4.173 -5.365 0.984
C -2.969 -4.790 1.358
C -2.652 -3.551 0.817
C 1.582 -2.396 3.071
C 1.922 -3.558 3.752
C 3.054 -3.525 4.549
C 3.827 -2.360 4.664
C 3.487 -1.203 3.981
C 2.355 -1.240 3.179
N 0.515 1.831 0.599
H -5.666 2.497 -4.697
H -4.355 4.564 -4.452
H -2.498 4.702 -2.796
H 0.318 5.956 -0.081
H 2.024 7.218 1.215
H 3.597 6.044 2.697
H 3.501 3.572 2.951
H -5.155 0.497 -3.297
H -5.401 -2.955 -1.104
H -5.982 -5.185 -0.162
H -4.451 -6.333 1.380
H -2.296 -5.281 2.049
H 1.318 -4.451 3.659
H 3.347 -4.410 5.100
H 4.700 -2.365 5.305
H 4.077 -0.300 4.066
N 2.629 -0.224 -0.771
C 3.206 -1.566 -0.877
C 2.356 -2.463 -1.749
N 1.047 -2.679 -1.147
H 2.761 0.301 -1.628
H 3.067 0.309 -0.027
H 3.273 -1.980 0.134
H 4.224 -1.563 -1.280
H 2.902 -3.394 -1.936
H 2.209 -1.977 -2.718
H 1.128 -3.222 -0.293
H 0.453 -3.222 -1.762
C 1.165 2.238 -3.191
C 0.343 1.053 -3.562
N 0.041 0.041 -2.780
C -0.786 -0.788 -3.521
C -0.959 -0.275 -4.763
N -0.227 0.893 -4.778
H 1.552 2.107 -2.182
H 0.565 3.149 -3.188
H 2.003 2.371 -3.878
H -1.228 -1.671 -3.092
H -1.537 -0.606 -5.607
H -0.170 1.551 -5.537
```

energy relative to the best compared isomer or geometry (same formula, charge and spin) = 0.0 kJ/mol
Kohn-Sham gap (alpha / beta) = 4.96 / 5.02 eV
highest occupied orbital energy (alpha / beta) = -5.97 / -6.01 eV
charge = 0


No. 3
Below is C38H30Cl3NNiO5PS as an isolated structure, with properties calculated with ωB97M-V with the def2-TZVPD basis set.

The geometry in XYZ format:
```
80
Properties=species:S:1:pos:R:3
Ni 0.991 0.335 -0.251
C -2.507 -5.327 0.350
C -2.456 -5.013 -1.001
C -1.890 -3.817 -1.417
C -1.368 -2.919 -0.488
C -1.416 -3.247 0.865
C -1.986 -4.441 1.282
P -0.662 -1.300 -0.966
C -0.166 -1.580 -2.697
C -0.589 -0.746 -3.722
C -0.094 -0.918 -5.009
C 0.821 -1.923 -5.276
C 1.247 -2.760 -4.252
C 0.763 -2.584 -2.969
C -2.127 -0.233 -1.079
C -3.410 -0.679 -1.252
C -4.467 0.245 -1.394
C -4.209 1.587 -1.383
C -2.893 2.078 -1.203
C -2.601 3.464 -1.203
C -1.315 3.886 -1.020
C -0.272 2.954 -0.801
C -0.482 1.595 -0.790
C -1.827 1.160 -1.017
H -2.943 -6.263 0.674
H -2.857 -5.701 -1.735
H -1.848 -3.579 -2.473
H -0.997 -2.560 1.593
H -2.017 -4.690 2.335
H -1.292 0.051 -3.516
H -0.418 -0.254 -5.801
H 1.218 -2.045 -6.276
H 1.982 -3.531 -4.449
H 1.126 -3.217 -2.166
H -3.623 -1.741 -1.289
H -5.479 -0.117 -1.530
H -5.016 2.301 -1.514
H -3.409 4.174 -1.344
H -1.091 4.946 -1.004
H 0.724 3.337 -0.619
Cl 7.426 -2.605 -0.366
C 5.879 -1.882 -0.747
C 4.881 -1.857 0.206
C 3.673 -1.280 -0.128
Cl 2.388 -1.276 1.072
C 3.371 -0.694 -1.379
O 2.245 -0.165 -1.684
C 4.445 -0.772 -2.304
Cl 4.196 -0.082 -3.877
C 5.663 -1.341 -2.005
H 5.038 -2.276 1.190
H 6.445 -1.354 -2.751
C -3.390 -1.055 3.769
C -2.452 0.114 3.638
C -2.696 1.133 2.727
C -1.829 2.212 2.615
C -0.706 2.264 3.423
C -0.435 1.249 4.334
C -1.308 0.183 4.434
S 0.374 3.655 3.285
O 0.449 4.348 4.546
O -0.039 4.424 2.136
N 1.775 2.848 3.051
C 2.949 3.687 2.710
C 3.162 3.798 1.199
C 3.262 2.446 0.480
O 4.233 2.203 -0.221
O 2.217 1.695 0.614
H -4.241 -0.958 3.097
H -3.768 -1.136 4.791
H -2.880 -1.991 3.536
H -3.562 1.075 2.079
H -1.993 2.990 1.884
H 0.458 1.301 4.943
H -1.100 -0.615 5.138
H 1.656 2.183 2.264
H 3.821 3.229 3.179
H 2.828 4.675 3.158
H 4.089 4.337 1.004
H 2.332 4.360 0.766
```

⟨S²⟩ = 2.0086
energy relative to the best compared isomer or geometry (same formula, charge and spin) = 9.6 kJ/mol
spin multiplicity = 3
Kohn-Sham gap (alpha / beta) = 7.15 / 7.18 eV
highest occupied orbital energy (alpha / beta) = -4.89 / -4.93 eV
charge = -1


No. 4
Below is a 5-piece molecular cluster, C38H31BBrF13IN2O18PS overall at a distorted geometry, with properties calculated with ωB97M-V with the def2-TZVPD basis set.

The geometry in XYZ format:
```
107
Properties=species:S:1:pos:R:3
C 2.662 1.371 4.743
C 2.710 2.834 4.289
C 1.402 3.621 4.208
I 0.291 3.328 6.052
C 0.498 3.462 2.926
C -0.309 2.237 3.067
N -0.910 1.281 3.224
C -0.397 4.735 2.820
C -1.816 4.688 3.400
C -2.977 4.990 2.440
F -2.533 5.423 1.223
F -3.708 6.029 2.971
C -4.011 3.878 2.110
F -4.896 4.381 1.224
F -3.347 2.862 1.501
C -4.778 3.278 3.345
F -4.351 2.024 3.553
F -4.477 4.017 4.443
C -6.348 3.293 3.286
F -6.762 4.519 2.958
F -6.753 3.021 4.537
S -7.232 2.038 2.156
F -6.838 0.890 3.158
F -5.907 1.776 1.320
F -7.608 3.181 1.120
F -8.572 2.317 2.955
F -7.986 0.986 1.255
C 1.362 3.290 1.610
C 2.033 1.996 1.527
N 2.515 0.965 1.405
B 0.469 3.211 0.243
C 1.100 3.098 -1.187
O -0.862 3.141 0.438
P 2.532 4.780 1.557
O 1.730 5.613 0.389
Br 4.238 3.927 0.434
H 2.779 1.303 5.822
H 1.758 0.857 4.432
H 3.505 0.841 4.300
H 3.341 3.385 4.988
H 3.233 2.875 3.335
H 1.636 4.673 4.319
H 0.152 5.488 3.387
H -0.433 5.137 1.813
H -1.922 5.480 4.139
H -2.003 3.770 3.956
H 1.434 2.073 -1.369
H 0.356 3.331 -1.950
H 1.962 3.733 -1.350
H -1.356 2.987 -0.376
H 1.621 6.518 0.712
O -3.778 -3.645 -2.457
C -3.965 -2.965 -1.461
C -3.726 -1.544 -1.360
C -3.936 -0.931 -0.184
O -3.703 0.356 0.000
C -4.436 -1.663 1.039
O -4.605 -1.012 2.051
C -4.702 -3.086 0.926
C -4.481 -3.699 -0.244
O -4.687 -4.992 -0.450
H -3.359 -1.009 -2.224
H -3.843 0.547 0.948
H -5.072 -3.606 1.798
H -4.441 -5.154 -1.383
O -2.032 -1.152 -3.931
C -0.909 -1.585 -4.115
C -0.508 -2.949 -3.843
C 0.772 -3.296 -4.032
O 1.249 -4.510 -3.795
C 1.809 -2.315 -4.524
O 2.951 -2.724 -4.629
C 1.398 -0.959 -4.826
C 0.119 -0.611 -4.636
O -0.361 0.604 -4.865
H -1.261 -3.636 -3.483
H 2.209 -4.487 -3.985
H 2.146 -0.264 -5.178
H -1.310 0.565 -4.635
O 3.744 0.912 -3.253
C 4.889 0.494 -3.298
C 5.288 -0.850 -2.949
C 6.582 -1.191 -3.038
O 7.049 -2.394 -2.748
C 7.642 -0.213 -3.483
O 8.789 -0.619 -3.512
C 7.240 1.132 -3.845
C 5.946 1.468 -3.762
O 5.471 2.666 -4.070
H 4.522 -1.545 -2.635
H 8.014 -2.356 -2.898
H 8.003 1.823 -4.174
H 4.507 2.624 -3.907
O 1.094 -9.592 0.983
C 1.477 -8.841 0.105
C 0.760 -8.574 -1.122
C 1.287 -7.731 -2.025
O 0.685 -7.424 -3.161
C 2.626 -7.060 -1.806
O 3.056 -6.343 -2.692
C 3.331 -7.311 -0.566
C 2.796 -8.145 0.337
O 3.363 -8.442 1.495
H -0.193 -9.061 -1.271
H 1.230 -6.751 -3.609
H 4.279 -6.815 -0.412
H 2.759 -9.071 1.938
```

Kohn-Sham gap = 7.93 eV
highest occupied orbital energy = -9.47 eV
SMILES = CC[C@H](I)[C@@](C#N)(CCC(F)(F)C(F)(F)C(F)(F)C(F)(F)S(F)(F)(F)(F)F)[C@@](C#N)(B(C)O)P(O)Br.O=C1C=C(O)C(=O)C=C1O.O=C1C=C(O)C(=O)C=C1O.O=C1C=C(O)C(=O)C=C1O.O=C1C=C(O)C(=O)C=C1O
charge = 0


No. 5
Below is C38H31BrN2O2Tl as an isolated structure at a distorted geometry, with properties calculated with ωB97M-V with the def2-TZVPD basis set.

The geometry in XYZ format:
```
75
Properties=species:S:1:pos:R:3
Tl 2.161 0.354 -0.311
O 1.287 -0.690 1.657
C 0.293 -1.543 1.906
C -0.153 -2.313 0.580
C -0.886 -1.438 -0.371
C -2.266 -1.580 -0.511
C -2.940 -0.804 -1.435
C -2.228 0.130 -2.159
C -0.852 0.243 -1.951
C -0.091 1.319 -2.620
C -0.001 2.582 -1.624
O 0.592 2.291 -0.468
C 0.786 3.709 -2.312
C 1.433 3.618 -3.538
C 2.236 4.654 -3.992
C 2.405 5.796 -3.233
C 1.749 5.906 -2.017
C 0.953 4.873 -1.565
C -1.460 3.023 -1.451
C -2.116 3.810 -2.387
C -3.447 4.146 -2.205
C -4.136 3.687 -1.095
C -3.487 2.893 -0.164
C -2.155 2.569 -0.339
N -0.198 -0.550 -1.096
C 0.767 -2.615 2.920
C 0.088 -3.781 3.251
C 0.605 -4.665 4.183
C 1.820 -4.412 4.797
C 2.516 -3.262 4.464
C 1.990 -2.381 3.540
C -0.951 -0.854 2.505
C -2.157 -1.499 2.752
C -3.239 -0.810 3.273
C -3.136 0.540 3.562
C -1.938 1.192 3.326
C -0.860 0.501 2.802
H 0.774 -2.648 0.122
H -0.773 -3.173 0.824
H -2.804 -2.294 0.095
H -4.004 -0.926 -1.588
H -2.725 0.775 -2.870
H 0.937 1.001 -2.810
H -0.587 1.635 -3.539
H 1.332 2.740 -4.158
H 2.740 4.560 -4.947
H 3.042 6.598 -3.584
H 1.871 6.795 -1.415
H 0.465 4.928 -0.605
H -1.585 4.166 -3.261
H -3.950 4.767 -2.936
H -5.176 3.955 -0.955
H -4.021 2.521 0.701
H -1.621 1.965 0.379
H -0.855 -4.034 2.790
H 0.055 -5.563 4.435
H 2.217 -5.103 5.528
H 3.471 -3.055 4.932
H 2.515 -1.479 3.259
H -2.276 -2.551 2.541
H -4.173 -1.331 3.450
H -3.981 1.075 3.974
H -1.847 2.248 3.545
H 0.075 0.998 2.589
Br 4.399 -6.782 -1.392
C 3.799 -4.967 -1.381
C 3.614 -4.301 -0.181
C 3.175 -2.986 -0.239
N 2.908 -2.360 -1.376
C 3.083 -3.014 -2.511
C 3.539 -4.323 -2.578
H 3.815 -4.777 0.765
H 3.022 -2.410 0.665
H 2.858 -2.469 -3.418
H 3.689 -4.820 -3.524
```

energy relative to the best compared isomer or geometry (same formula, charge and spin) = 14.5 kJ/mol
Kohn-Sham gap = 6.56 eV
highest occupied orbital energy = -4.38 eV
charge = -1